Density functional theory data (ωB97M-V with the def2-TZVPD basis set) for a single CH4N2S2 molecule in a non-equilibrium geometry.

Last column: natural (NBO) charge in e.
Cartesian coordinates (Å):
C -0.168 -0.394 0.609  0.2392
H -1.808 2.440 0.194  0.1012
H -0.237 0.355 -1.223  0.3973
H -0.868 -0.428 1.442  0.1829
H 2.780 -1.825 -0.397  0.1235
N -0.497 0.616 -0.295  -0.7868
N 0.861 -1.175 0.609  -0.5835
S -2.027 1.210 -0.307  0.2015
S 1.964 -0.798 -0.633  0.1248

## Properties
* charge: 0
* total energy: -946.34018 a.u.
* energy above the lowest of the compared OMol25 structures with the same formula, charge and spin: 29.1 kcal/mol
* HOMO energy: -8.691 eV
* SMILES string: S/N=C\NS
* spin multiplicity: 1